[1]
68
Properties=species:S:1:pos:R:3:forces:R:3:lowdin_charge:R:1 method="wB97M-V/def2-TZVPD" total_charge=+3 homo_energy_ev="-17.02 / -16.30" multiplicity=5 max_force_ev_per_a=3.5 e_tot_ha=-3232.81475
Mn 0.08112 -1.07803 -0.37253 -0.5 1.7 2.6 0.434
P 0.11948 -0.68207 2.18913 0.4 -0.6 -0.5 0.818
P 2.56191 2.86266 -0.17360 0.6 0.1 -0.4 0.938
P -1.82896 0.36639 -0.15779 1.3 -0.9 -1.0 0.741
O 2.01513 -1.22608 0.08335 2.2 -0.4 -2.7 -0.182
N -2.57813 -5.31333 0.19729 0.4 0.3 -0.8 0.182
N -1.52209 -3.29490 -0.09115 -0.1 -0.7 -2.7 0.056
N -0.72174 -2.76153 -1.06926 -1.3 -1.6 0.6 -0.093
N -1.49474 -4.70480 -1.87826 -0.3 1.6 1.5 0.193
N -2.00925 -4.39065 -0.64921 2.3 0.4 0.4 -0.207
C 5.18495 -2.71402 -3.56499 0.1 0.0 0.5 -0.016
C 4.32719 3.26252 -0.36835 0.5 0.0 -0.1 -0.190
C -3.19865 -0.62167 0.47786 -0.7 -0.1 0.0 -0.225
C -2.20452 0.92045 -1.84738 -0.5 0.3 -0.1 -0.249
C 4.12305 -0.61543 -0.89126 1.0 0.3 0.1 -0.014
C 3.95106 0.67664 -2.89847 0.9 0.5 0.2 -0.053
C 1.63166 3.28215 -1.66774 -0.2 -0.1 -0.2 -0.182
C 1.85058 3.71637 1.24856 -0.2 0.0 0.5 -0.189
C 1.81891 -0.25367 2.67132 0.2 0.1 0.0 -0.239
C 2.67728 0.16489 -3.15047 -1.3 -0.6 0.3 -0.040
C 2.74385 -0.91762 -0.98847 -2.4 -0.1 1.5 -0.348
C 2.02654 -0.60655 -2.18179 0.5 0.7 -1.5 -0.010
C 5.11703 -2.78915 -2.21729 0.2 -0.3 -0.6 -0.079
C -0.03350 -2.44275 2.59980 -0.2 -0.6 -0.1 -0.227
C 4.69040 0.32314 -1.76982 0.2 -1.0 0.6 -0.069
C -0.94856 0.12202 3.42367 0.0 0.3 0.1 -0.241
C -0.71618 -3.62618 -2.09165 -0.4 -0.2 0.2 -0.132
C -1.69545 1.86074 0.85800 -0.2 0.4 0.1 -0.244
H 1.96109 0.81964 2.49431 0.1 -0.1 0.3 0.020
H -0.72113 -2.58252 3.44860 0.4 0.0 -0.2 0.069
H -1.30905 1.37365 -2.30799 -0.4 -0.2 0.2 0.039
H 0.96415 -2.84653 2.82941 -0.4 0.0 0.0 0.073
H -2.35866 2.62078 0.42804 0.2 0.0 0.1 0.071
H -0.45334 -2.98085 1.73294 0.3 0.1 0.7 -0.001
H 1.93903 4.26043 -2.08770 -0.2 -0.5 0.4 0.095
H 5.80841 -1.94580 -4.05929 -0.4 -0.5 0.4 0.074
H -3.18261 -4.87123 0.88375 -0.1 -0.2 -0.3 0.130
H 5.74515 -2.12828 -1.58895 -0.3 -0.7 -0.6 0.055
H 2.21297 0.47020 -4.09290 -0.1 -0.3 0.4 0.139
H 1.81267 2.48927 -2.40737 0.0 0.4 0.1 0.032
H 4.97256 2.64803 0.28099 -0.5 0.2 0.0 0.077
H -3.37107 -0.38915 1.55087 0.0 -0.2 -0.8 0.058
H -0.66291 2.24861 0.91259 -0.5 -0.2 -0.1 0.025
H 4.54124 4.32200 -0.15582 -0.3 -0.3 0.0 0.084
H 0.98032 -0.96009 -2.31375 0.7 0.3 -0.2 0.094
H -4.09375 -0.36363 -0.11500 0.1 -0.1 0.5 0.074
H 4.66260 -1.15026 -0.10303 -0.1 0.8 0.0 0.146
H 4.38228 1.36291 -3.62559 0.0 -0.2 0.1 0.139
H 2.50394 -0.78810 2.00036 -0.3 0.2 0.5 0.032
H -2.04600 1.64931 1.87590 0.1 0.2 -0.4 0.028
H 4.67974 3.07010 -1.39137 -0.4 0.0 0.2 0.055
H 0.97284 4.30852 0.95391 0.3 -0.2 -0.1 0.075
H 1.54019 2.98940 2.01140 0.1 0.2 -0.2 0.040
H -0.76324 -0.36886 4.38667 0.0 0.1 -0.2 0.075
H -2.01151 0.01577 3.17489 0.3 0.0 0.2 0.038
H 5.74275 0.64889 -1.62327 -0.9 -0.3 -0.2 0.152
H -3.00606 1.67168 -1.82504 0.1 -0.2 -0.2 0.065
H 2.57223 4.40298 1.71400 -0.1 -0.3 -0.2 0.082
H 2.03631 -0.51922 3.71216 -0.1 0.2 -0.1 0.079
H -0.69606 1.18607 3.51124 -0.1 -0.3 0.1 0.056
H -2.92149 -6.08373 -0.35062 -0.5 -0.3 0.1 0.127
H 4.70509 -3.43773 -4.24689 0.1 0.5 0.6 0.074
H 0.54837 3.28673 -1.44994 0.5 0.1 0.0 0.059
H -0.11991 -3.39074 -2.97205 -0.4 -0.6 0.1 0.135
H -2.52357 0.05779 -2.45524 0.1 0.3 0.2 0.062
H 4.53652 -3.57434 -1.69547 0.5 0.5 -0.4 0.079
H -2.99063 -1.70405 0.34726 -0.2 0.9 0.2 0.018
H 2.47913 1.43486 -0.02219 -0.1 0.9 0.1 0.044


[2]
29
Properties=species:S:1:pos:R:3:forces:R:3:lowdin_charge:R:1 method="wB97M-V/def2-TZVPD" total_charge=+1 homo_energy_ev="-9.78 / -12.65" multiplicity=3 max_force_ev_per_a=5.6 e_tot_ha=-596.21900
N 0.10435 0.69543 -2.31607 -2.3 -2.9 -0.3 0.270
C 0.74601 1.06497 0.02395 -0.3 0.0 -0.6 -0.229
C 0.20887 0.08702 -0.99061 2.1 2.7 1.4 -0.124
C -2.16654 -2.65204 -1.46754 0.6 0.6 1.3 -0.058
C -2.50891 -2.79987 -0.11731 -2.3 -3.5 -1.9 -0.077
C -1.70705 -2.48894 0.92864 4.5 3.2 -0.2 0.043
C -1.15582 -1.76711 -1.78735 0.1 1.1 4.6 0.012
C 2.56770 2.36671 0.85261 -0.7 0.0 0.5 -0.056
C 0.48481 -1.44802 1.51776 2.1 1.9 -2.5 0.134
C -0.05245 1.72135 0.94969 0.1 0.7 0.8 -0.021
C 0.43318 2.67359 1.87571 0.4 -1.8 -1.3 -0.007
C -0.48837 -1.04373 -0.72094 -1.3 -3.1 -1.2 -0.153
C 1.81196 2.93655 1.82911 -3.3 -0.5 -0.5 -0.044
C -0.50376 -1.60614 0.60955 -4.4 -2.3 -0.2 -0.203
C 2.07214 1.42998 -0.01182 -0.5 0.5 0.7 -0.040
H -1.08001 1.48921 0.95013 -1.2 -0.2 0.1 0.107
H -2.60828 -3.20813 -2.24769 -0.9 -0.4 -0.5 0.104
H 3.52393 2.74384 0.84936 2.4 0.1 -0.5 0.096
H 0.44213 -1.59380 2.51113 -0.4 -1.0 3.2 0.050
H 0.40990 1.59947 -2.34253 1.6 3.1 0.0 0.135
H 1.36745 -0.92275 1.15265 0.0 -0.3 0.4 0.084
H -0.89313 0.75547 -2.51188 -0.7 0.2 -0.1 0.177
H 2.17118 3.67116 2.44857 1.2 1.5 1.4 0.090
H -1.65755 -2.86893 1.93966 -0.8 -0.2 -0.1 0.121
H -3.35315 -3.53812 -0.02457 0.7 1.0 0.5 0.137
H -0.28409 3.07145 2.57367 0.2 0.4 0.2 0.111
H 2.72053 0.92421 -0.62227 1.6 -1.0 -1.7 0.099
H -1.02119 -1.45667 -2.73583 0.5 0.7 -3.3 0.066
H 0.41614 0.16384 -3.11580 0.9 -0.4 -0.3 0.176


[3]
93
Properties=species:S:1:pos:R:3:forces:R:3:lowdin_charge:R:1 method="wB97M-V/def2-TZVPD" homo_energy_ev="-6.07 / -7.97" relative_energy_ev=0.0000 multiplicity=5 max_force_ev_per_a=1.8 e_tot_ha=-3982.30576
Te -3.35153 0.75541 -1.22920 -0.8 0.1 -0.1 1.567
Pd -0.58899 -0.12117 -0.58566 0.8 -0.1 1.6 0.755
S -6.27809 -0.74790 -1.95399 0.0 -0.1 0.0 0.977
S -0.26175 3.28964 -1.34265 -0.2 -0.1 0.0 0.922
S -1.82600 -0.69123 -3.19259 0.5 -0.2 -0.9 0.291
P -0.14745 -2.46136 0.08113 -0.1 0.0 -0.2 1.010
O -3.33949 -0.60342 -2.73040 0.1 0.4 0.0 -0.645
O -1.76770 -0.94816 -4.59821 -0.3 0.1 0.2 -0.261
O -1.20996 2.48296 -0.48139 0.2 0.1 0.0 -0.699
O -1.29353 0.65924 -2.79635 0.0 -0.6 -0.2 -0.553
O -1.21766 -1.72116 -2.34870 -0.1 0.2 -0.4 -0.414
N 1.47571 0.51813 -0.51266 0.1 -0.3 -0.3 -0.038
N 6.99477 0.36630 6.62527 0.0 0.0 0.0 0.149
N -0.46154 0.31326 1.53172 -0.2 0.0 0.2 -0.047
C 2.19725 0.73564 -1.62952 0.1 0.1 -0.1 -0.148
C 2.35091 -3.67301 -2.90234 0.0 0.0 0.0 -0.067
C -7.49065 0.23607 0.06059 0.1 0.1 0.1 -0.202
C -0.36582 4.32526 -3.92257 0.1 -0.1 0.1 -0.275
C -2.39535 -3.97304 -0.69747 0.0 0.0 0.0 -0.087
C -1.23584 3.82238 -2.77148 0.1 0.0 -0.1 -0.343
C 3.06501 0.46621 2.91662 -0.1 0.0 0.0 -0.186
C 3.68041 0.83036 0.02623 -0.1 0.0 0.2 -0.024
C 2.34007 0.55356 0.54275 0.0 0.2 0.1 -0.223
C -1.19415 0.23359 3.70131 -0.2 0.0 -0.2 -0.068
C -3.65043 -4.52395 -0.48062 0.0 0.0 0.0 -0.065
C 0.16282 0.33703 3.74068 0.3 0.0 -0.2 -0.028
C 1.97656 0.46198 1.91317 0.1 0.0 0.1 -0.099
C 4.07794 1.33802 4.94297 0.0 0.0 0.1 -0.022
C 1.59522 -2.89820 -2.03462 0.0 -0.1 0.0 -0.085
C 0.73379 -2.80235 1.64096 0.0 0.2 0.1 -0.205
C 0.73337 -4.89263 -1.00149 0.1 0.0 0.0 -0.090
C 0.78019 -3.50270 -1.08236 0.0 0.0 0.0 -0.360
C -1.75839 -3.26631 0.32097 0.0 0.1 0.1 -0.351
C 1.39311 5.33085 -0.49079 0.0 -0.2 0.0 -0.291
C -7.70790 -0.53143 -1.04046 0.0 0.0 0.0 -0.426
C -1.54637 0.21568 2.32020 -0.1 0.1 0.2 -0.150
C -2.41328 -3.08631 1.54027 0.0 -0.1 0.0 -0.099
C 2.24056 4.43948 0.41692 -0.1 0.1 0.0 -0.102
C -6.13120 0.65337 0.16412 0.0 0.0 0.2 -0.257
C 3.07179 1.35926 3.99388 0.0 0.1 -0.1 -0.031
C 3.57287 0.93913 -1.32819 -0.2 -0.1 -0.2 -0.062
C 1.48738 -5.66674 -1.87173 0.0 0.0 0.0 -0.076
C 4.12587 -0.44084 2.82252 0.0 -0.1 0.1 -0.032
C -5.35530 0.19230 -0.85900 0.2 -0.2 0.0 -0.866
C -3.66840 -3.63933 1.75318 0.0 0.0 0.0 -0.077
C 6.16096 0.38589 5.83376 -0.1 0.0 -0.1 -0.185
C -0.07512 4.89571 -0.51453 0.3 0.1 0.0 -0.320
C 2.29561 -5.05723 -2.82242 0.0 0.0 0.0 -0.080
C 0.71004 3.32133 -4.35405 -0.1 0.0 0.0 -0.110
C 5.13268 -0.47670 3.77011 0.0 -0.1 0.0 -0.020
C 0.62633 0.39701 2.35251 0.2 0.0 0.1 -0.227
C -4.28495 -4.36565 0.74418 0.0 0.0 0.0 -0.081
C 5.11527 0.41496 4.83942 0.1 0.0 0.1 -0.237
H 0.78450 0.34784 4.62134 0.0 0.0 -0.1 0.102
H 5.92710 -1.20817 3.69987 0.0 0.0 0.0 0.120
H -0.71176 5.62302 -1.01813 0.0 0.0 0.1 0.086
H -8.26127 0.50104 0.77161 0.0 0.0 0.0 0.100
H -0.45367 4.72143 0.49432 0.0 0.0 0.0 0.099
H 1.45015 6.36684 -0.15192 0.0 0.0 -0.1 0.109
H 1.11556 3.58693 -5.33024 0.0 0.0 0.0 0.074
H -4.16487 -3.50156 2.70657 0.0 0.0 0.0 0.104
H 2.97609 -3.19504 -3.64630 0.0 0.0 0.0 0.107
H 1.71064 0.75390 -2.59454 0.0 0.0 0.0 0.106
H -1.77472 2.91757 -3.05954 0.1 0.0 0.0 0.059
H 0.10620 -5.37485 -0.25957 0.0 0.0 0.0 0.110
H 3.30490 4.64496 0.29826 0.0 0.0 0.0 0.078
H -1.87118 0.17241 4.53978 0.0 0.0 -0.1 0.100
H 1.79146 5.30379 -1.51069 0.0 0.1 0.0 0.100
H 4.06869 2.03697 5.77009 0.0 0.0 0.0 0.120
H -2.52926 0.12530 1.88578 -0.1 0.0 0.0 0.081
H -4.13790 -5.07413 -1.27641 0.0 0.0 0.0 0.108
H 2.28420 2.10004 4.06770 0.0 0.0 0.0 0.119
H -1.94492 -2.50655 2.32821 0.0 -0.1 0.0 0.086
H 4.14216 -1.15040 2.00337 0.0 0.0 0.0 0.118
H 0.28881 2.31410 -4.41984 0.0 0.1 0.0 0.072
H -5.26038 -4.80748 0.91186 0.0 0.0 0.0 0.104
H 1.44138 -6.74713 -1.80991 0.0 0.0 0.0 0.104
H 1.78091 -2.52648 1.50642 0.0 0.0 0.0 0.046
H 1.53903 3.29078 -3.64401 0.0 0.0 0.0 0.054
H 0.09571 5.28097 -3.65512 0.0 0.0 0.0 0.101
H -1.94860 4.57107 -2.42468 -0.1 0.0 0.0 0.094
H 2.08011 3.38295 0.19152 0.0 0.0 0.0 0.045
H 1.62828 -1.81896 -2.09597 0.0 0.0 -0.1 0.077
H -1.91632 -4.07187 -1.66211 0.0 0.0 0.0 0.106
H -8.63144 -0.98916 -1.36345 0.1 0.0 0.0 0.065
H 2.88676 -5.66318 -3.49788 0.0 0.0 0.0 0.104
H 0.32856 -2.20349 2.45914 0.0 -0.1 0.0 0.032
H 1.97624 4.59724 1.46646 0.0 0.0 -0.1 0.080
H -1.03078 4.51975 -4.76549 0.0 0.1 0.0 0.110
H 0.66062 -3.86267 1.88556 0.0 0.0 0.0 0.059
H 4.36356 1.13855 -2.03497 -0.1 0.0 0.0 0.101
H -5.74547 1.26502 0.97368 -0.1 0.0 -0.1 0.097
H 4.57127 0.95947 0.61921 -0.1 0.0 0.0 0.107


[4]
7
Properties=species:S:1:pos:R:3:forces:R:3:lowdin_charge:R:1 method="wB97M-V/def2-TZVPD" homo_energy_ev=-8.87 relative_energy_ev=2.0927 smiles="C#CC(=S)S" max_force_ev_per_a=10.2 e_tot_ha=-911.72819
S 1.17557 1.72377 0.05807 0.4 0.8 -0.4 0.683
S 1.52693 -1.18902 0.06192 2.8 -1.2 -1.1 0.828
C -2.02832 -0.05761 -0.13754 6.9 -0.7 4.8 0.141
C -0.75881 -0.07205 0.40423 -8.8 0.6 -5.2 -0.224
C 0.65831 0.20033 0.08868 -3.2 1.3 1.6 -1.420
H -3.16079 -0.20643 -0.08651 2.2 0.3 -0.3 0.053
H 2.58712 -0.39899 -0.38886 -0.3 -1.2 0.5 -0.062